Formula: C24H47NO6
Source: OMol25
Level of theory: ωB97M-V with the def2-TZVPD basis set

Calculated values
Calculated total energy   -39424.4568 eV
Kohn-Sham gap   9.6 eV
Relative energy (zero: lowest compared OMol25 entry of this formula, charge and spin)   42.6 kJ/mol
Strongest force on any atom   0.0769 hartree/bohr
Structure (SMILES)   CCCC[C@H]1NC(=O)[C@H](C)[C@H]1COCC.CC(C)=O.CC(C)=O.CC(C)=O.CC(C)=O

```
78
Properties=species:S:1:pos:R:3:forces:R:3
H 2.4310 -5.2834 7.8305 -0.11 0.05 0.11
C 1.2141 4.8558 -0.2405 -1.13 -3.66 -0.57
O 1.5699 -3.9310 0.2753 0.03 -0.10 0.00
H -6.4491 -1.6122 -1.9062 -0.11 0.07 -0.10
H -2.2259 2.3165 -1.4790 -0.05 -0.43 0.29
H 3.0253 -2.3311 -1.7990 0.16 -0.07 0.09
C -4.7152 4.3570 0.0514 0.02 0.31 0.20
H -0.6899 5.0035 -0.0036 -0.03 0.94 -0.26
H -5.1585 4.8387 0.9190 -0.17 -0.04 0.14
H 4.0348 -3.6492 2.1031 -0.02 -0.09 0.14
H 2.8491 2.5626 -1.9566 0.21 -0.20 -0.06
C -4.7101 -1.0013 -3.0034 0.10 0.01 0.02
H 0.8167 -1.5794 -0.3605 0.11 0.06 0.31
H 2.8301 -2.3842 1.7858 0.00 -0.03 -0.03
H -4.4429 3.3415 0.3312 0.08 -0.11 0.04
H 0.6712 -5.3502 7.5567 0.07 0.05 0.14
H 2.3595 -2.6103 7.6381 -0.11 -0.04 0.12
H -3.5400 4.0113 -2.2423 -0.23 -0.07 -0.10
H -5.6542 -2.3755 -4.3522 -0.14 0.09 -0.03
O 1.7460 5.7986 0.1790 1.69 3.27 1.43
C 3.6113 -0.6286 -2.9573 -0.07 0.09 0.05
H -5.4400 -0.4050 -1.0882 0.01 -0.01 -0.02
H -0.3510 -1.2272 -2.2724 0.29 -0.10 -0.09
H 5.6043 -1.2770 -3.4130 -0.02 -0.16 0.03
H 3.3252 -6.1546 1.4888 0.01 0.01 0.17
C 3.3856 -1.3136 -1.6329 -0.21 0.23 -0.05
H 2.5916 -3.5060 3.1465 0.23 -0.05 -0.16
C 1.6474 -5.3052 7.0716 0.04 -0.12 -0.26
H 1.6631 -1.9430 6.1501 0.00 -0.02 0.00
H 1.8894 -6.0000 2.5340 0.17 0.02 0.07
H 4.3170 -2.2694 -4.1446 0.11 -0.06 0.11
C -0.4764 3.5151 -1.2833 1.59 0.06 0.84
C 2.2889 -5.8160 1.5354 -0.21 -0.04 -0.22
C -1.9347 3.2388 -0.9943 0.09 1.16 -0.67
H 0.8958 1.9383 -1.4696 0.28 -0.14 -0.10
C 4.6228 -1.2536 -3.8893 -0.08 0.22 -0.18
C -5.8454 -0.7146 -2.0494 0.22 0.05 0.15
O 0.9349 0.3532 0.2041 -0.52 -0.22 0.24
H 0.5996 -2.6772 7.3643 0.07 -0.03 0.15
H -5.6772 -0.6762 -4.8898 -0.14 -0.09 0.03
H 2.1994 3.1638 0.7323 0.08 -0.02 0.31
H -4.1769 -1.6178 -4.9753 0.00 0.01 0.03
C 0.1272 -0.7552 -0.1781 0.79 -0.59 -0.95
H 4.6872 -0.6642 -4.8019 -0.01 0.00 0.02
C 2.8978 3.4478 -1.3370 -0.23 0.15 0.91
N -0.0809 4.8700 -0.8135 -1.04 -0.55 0.41
C -0.6677 -0.5590 -1.4805 -0.25 -0.18 0.52
C 0.1610 1.5242 0.3905 0.28 0.99 0.22
C 2.2125 -4.3424 1.2170 0.02 0.12 -0.07
C -3.5141 5.1643 -0.4385 -0.59 -0.85 -0.31
H -6.4720 0.0869 -2.4439 -0.11 -0.11 -0.04
H -2.8516 5.3263 0.4061 0.25 0.30 0.07
H -2.2028 5.1045 -2.1247 0.31 -0.03 -0.09
C 2.9692 -3.4104 2.1250 -0.14 0.24 -0.13
C 1.7358 -4.0746 6.2033 0.01 0.01 -0.07
O 3.0105 0.3769 -3.2653 0.05 -0.06 -0.01
C 1.7922 3.4192 -0.2325 -0.53 0.99 -1.75
H 2.7742 4.3355 -1.9487 0.04 0.03 -0.30
H -3.8792 6.1120 -0.8142 0.10 0.37 0.06
H -0.6298 0.4486 -1.8768 0.03 0.17 0.04
H 4.3166 -1.3376 -1.0629 0.02 -0.18 -0.05
H -2.0905 3.2174 0.0847 -0.04 -0.45 0.11
C -2.7987 4.4025 -1.5516 0.02 0.02 0.18
H 0.3568 1.9197 1.3901 0.02 -0.12 0.24
O -3.5547 -0.8789 -2.6662 -0.24 0.01 -0.09
H 1.7769 -6.1928 6.4559 0.00 0.02 0.00
H 2.6371 -0.7661 -1.0643 0.08 0.06 -0.01
H -0.9065 1.3164 0.3517 -0.07 -0.15 -0.18
H 3.8537 3.5454 -0.8342 0.31 -0.10 -0.21
H -0.2667 3.4301 -2.3447 -0.37 0.40 -0.35
C 1.5788 -2.7391 6.8869 0.04 0.08 -0.28
H -5.4734 4.2998 -0.7250 -0.11 -0.05 -0.12
C -5.0825 -1.4471 -4.3970 0.27 0.00 -0.01
H -0.5127 -1.1043 0.6300 -0.21 0.34 0.30
O 1.9246 -4.1551 5.0094 -0.10 -0.10 0.28
C 0.5981 2.5792 -0.6457 -0.53 -1.74 -0.45
H -1.6975 -0.8085 -1.2802 -0.39 0.12 -0.17
H 1.7015 -6.3747 0.8088 0.01 0.03 0.00
```
Positions in Å, forces in eV/Å.